Record 1
34
Properties=species:S:1:pos:R:3:forces:R:3:lowdin_charge:R:1 method="wB97M-V/def2-TZVPD" homo_lumo_gap_ev=8.67 homo_ev=-8.1 smiles=Cc1ccc(OB2C(C)(C)C2(C)C)cc1 de_lowest_kcal_mol=70.1 charge=0 lumo_energy_ev=0.5
C -5.896 0.666 -0.359 -1.38 -1.92 -1.59 -0.05
C -4.468 0.161 -0.429 -3.20 0.19 1.62 -0.31
C -4.299 -1.180 -0.305 3.82 -0.73 -0.62 -0.03
C -2.996 -1.737 -0.306 -2.60 -0.95 -0.39 -0.01
C -1.919 -0.936 -0.313 2.38 2.00 1.06 -0.36
O -0.701 -1.546 -0.234 4.56 2.13 0.12 -0.01
B 0.885 -0.697 -0.044 -3.00 -3.68 0.46 0.05
C 1.871 0.398 0.253 -0.76 -1.70 0.90 -0.39
C 2.105 1.573 -0.585 1.64 0.30 -1.44 -0.05
C 2.058 0.708 1.764 0.30 -2.33 -0.89 -0.01
C 2.416 -1.095 -0.043 -1.24 -0.21 1.69 -0.35
C 2.887 -1.408 -1.385 -2.90 2.91 -2.14 -0.07
C 3.426 -1.814 0.843 0.63 -1.08 -1.70 -0.05
C -2.089 0.461 -0.280 -2.51 -2.05 -0.76 0.01
C -3.388 0.957 -0.389 2.64 1.35 -0.35 -0.06
H -6.127 1.683 -0.501 0.51 1.48 -0.81 0.05
H -6.491 0.065 -1.125 0.59 0.96 0.63 0.10
H -6.499 0.497 0.524 0.63 -0.66 0.87 0.07
H -5.035 -1.882 -0.377 -2.36 -1.38 0.04 0.08
H -2.869 -2.811 -0.428 0.02 0.17 0.37 0.12
H 1.321 2.237 -0.257 0.32 1.13 -0.06 0.08
H 2.014 1.457 -1.697 -0.08 -0.26 1.01 0.10
H 3.179 1.851 -0.400 -1.10 0.73 -0.10 0.11
H 1.681 -0.078 2.448 -0.03 0.25 -0.53 0.10
H 1.578 1.606 2.022 -0.22 1.37 0.38 0.07
H 3.138 0.657 1.860 0.18 0.76 0.55 0.09
H 2.947 -2.412 -1.541 -0.17 -2.91 -0.38 0.06
H 3.857 -1.032 -1.577 0.94 0.99 -0.61 0.09
H 2.031 -1.023 -2.047 1.78 -0.34 -0.27 0.13
H 3.286 -1.918 1.869 -0.49 0.01 1.74 0.05
H 4.406 -1.393 0.653 0.34 0.76 0.28 0.08
H 3.662 -2.841 0.413 -0.99 0.87 0.65 0.11
H -1.323 1.113 -0.471 2.13 1.41 0.03 0.07
H -3.450 2.012 -0.578 -0.38 0.43 0.26 0.11

Record 2
65
Properties=species:S:1:pos:R:3:forces:R:3:lowdin_charge:R:1 method="wB97M-V/def2-TZVPD" homo_lumo_gap_ev="6.24 / 4.76" homo_ev="-11.0 / -10.9" de_lowest_kcal_mol=22.8 charge=+1 lumo_energy_ev="-4.8 / -6.1"
O -0.578 -0.363 -3.730 -0.15 0.48 -2.25 -0.15
C -0.660 0.806 -4.645 -0.25 0.83 0.45 -0.16
C -0.276 0.046 -5.892 -0.18 0.04 0.55 -0.07
H 0.082 1.562 -4.373 -0.34 -0.15 0.06 0.11
H -1.662 1.242 -4.704 0.00 -0.10 0.42 0.13
C -0.239 -1.152 -4.916 0.11 -0.66 -1.32 -0.57
H 0.711 0.372 -6.236 -0.32 -0.34 -0.28 0.12
H -1.033 0.027 -6.687 0.38 -0.08 0.24 0.13
C 1.173 -1.701 -4.923 -0.18 -0.32 0.19 -0.02
H 1.861 -0.894 -4.636 -0.03 -0.38 0.03 0.09
H 1.405 -2.015 -5.953 -0.02 0.08 0.36 0.10
H 1.266 -2.580 -4.278 0.22 0.14 0.10 0.08
C -1.340 -2.163 -5.168 0.07 0.00 0.02 -0.02
H -2.309 -1.646 -5.165 0.20 -0.19 0.02 0.09
H -1.335 -2.922 -4.382 -0.10 -0.02 -0.02 0.08
H -1.214 -2.659 -6.136 0.04 0.06 0.14 0.10
Pb -0.665 -0.707 0.977 -1.24 0.69 1.57 1.59
C -3.014 -1.028 3.173 0.07 0.37 -0.16 -0.17
C -3.226 0.370 3.251 0.03 -0.51 -0.51 -0.13
C -3.414 0.860 1.934 0.00 -0.16 0.08 -0.14
H -3.289 0.952 4.175 0.08 -0.21 -0.52 0.10
C -3.372 -0.235 1.028 0.63 0.35 -0.01 -0.28
C -3.089 -1.424 1.804 0.71 -0.09 0.09 -0.31
H -3.066 -2.450 1.429 -0.32 0.33 0.16 0.09
H -2.899 -1.700 4.026 0.04 0.21 -0.36 0.10
H -3.637 1.894 1.667 0.11 -0.39 0.06 0.10
H -3.613 -0.206 -0.037 0.01 -0.01 0.38 0.10
C 1.094 -2.477 3.623 -0.84 -0.48 -0.24 -0.05
C 0.121 -3.051 2.767 0.02 -0.19 -1.00 -0.14
C 0.628 -2.992 1.421 -1.23 -0.69 1.73 -0.25
H -0.808 -3.520 3.081 0.29 0.09 -0.14 0.11
C 1.896 -2.307 1.477 1.76 0.88 1.60 -0.16
C 2.163 -2.002 2.825 1.14 0.14 -2.15 -0.10
H 3.072 -1.524 3.216 -0.57 -0.24 -0.34 0.12
H 1.069 -2.460 4.712 -0.08 0.01 -0.38 0.12
H 0.203 -3.498 0.548 0.14 0.16 0.36 0.11
H 2.567 -2.136 0.631 -0.31 -0.05 0.37 0.12
O 1.774 1.480 -2.885 -1.30 0.06 1.72 -0.15
C 0.994 0.698 -1.907 0.90 0.40 0.26 -0.21
C -0.329 1.474 -1.721 0.36 -0.12 -0.79 -0.20
H 1.538 0.657 -0.921 -0.13 0.29 -0.64 0.09
H 0.926 -0.330 -2.280 -0.11 0.53 0.06 0.10
C 0.123 2.935 -1.840 -0.37 0.06 0.28 -0.15
H -0.881 1.240 -0.806 0.17 0.24 0.10 0.02
H -1.019 1.290 -2.539 0.08 -0.31 0.40 0.08
C 1.502 2.865 -2.530 0.11 -0.06 0.14 -0.17
H 0.125 3.390 -0.840 0.35 0.16 -0.38 0.10
H -0.575 3.507 -2.468 0.14 -0.16 0.35 0.12
H 2.286 3.242 -1.851 -0.10 -0.15 -0.38 0.12
H 1.468 3.464 -3.448 0.39 -0.24 0.16 0.12
C -0.562 -0.010 5.474 -0.10 -0.39 0.53 -0.02
C 0.477 0.717 4.744 0.54 0.30 -1.73 -0.31
C 1.492 1.516 5.347 1.51 1.12 -0.77 0.00
C 2.279 2.041 4.314 -0.76 -0.67 1.44 0.01
C 1.720 1.516 3.107 -1.27 -0.71 0.76 -0.32
C 2.190 1.811 1.751 0.43 0.31 -0.42 -0.03
N 0.635 0.716 3.378 0.01 0.04 -0.03 0.08
H -0.226 -0.133 6.513 -0.22 -0.06 -0.23 0.10
H -0.735 -0.992 5.025 -0.16 0.17 0.04 0.06
H -1.513 0.534 5.498 0.18 -0.06 -0.10 0.09
H 1.620 1.660 6.411 -0.04 0.05 -0.10 0.11
H 3.151 2.688 4.369 -0.29 -0.16 0.10 0.12
H 1.412 2.310 1.156 0.10 -0.17 0.10 0.09
H 3.048 2.492 1.825 -0.20 -0.21 -0.24 0.10
H 2.509 0.903 1.219 -0.11 0.15 0.11 0.08

Record 3
12
Properties=species:S:1:pos:R:3:forces:R:3:lowdin_charge:R:1 method="wB97M-V/def2-TZVPD" homo_lumo_gap_ev=9.53 homo_ev=-8.9 smiles="Cc1c[nH]oc1=O" de_lowest_kcal_mol=38.1 charge=0 lumo_energy_ev=0.7
C 1.348 -1.095 0.079 -0.08 0.07 0.11 -0.04
C 0.186 -0.170 0.027 -0.13 0.45 -0.11 -0.20
C 0.140 1.179 0.014 -0.22 -0.62 0.02 -0.04
N -1.154 1.619 0.079 0.02 0.09 0.36 0.01
O -1.988 0.513 -0.036 -0.43 0.18 -0.10 0.05
C -1.199 -0.628 -0.014 0.54 0.01 -0.06 -0.44
O -1.675 -1.729 -0.034 -0.13 0.15 0.03 0.11
H 1.605 -1.322 1.113 0.07 -0.10 0.02 0.09
H 2.216 -0.654 -0.405 0.09 -0.05 -0.03 0.08
H 1.085 -2.027 -0.414 0.08 -0.06 -0.05 0.08
H 0.936 1.898 0.028 0.17 0.17 -0.05 0.13
H -1.501 2.416 -0.437 0.01 -0.28 -0.15 0.15

Record 4
82
Properties=species:S:1:pos:R:3:forces:R:3:lowdin_charge:R:1 method="wB97M-V/def2-TZVPD" homo_lumo_gap_ev=6.35 homo_ev=-15.0 charge=+2 lumo_energy_ev=-8.7
C -2.294 0.279 -2.396 -0.23 1.17 1.37 -0.03
C -1.338 1.505 -2.580 1.50 -3.69 0.20 -0.40
C -1.890 2.275 -3.765 -0.18 2.13 -0.88 -0.12
C -1.341 3.695 -4.049 -0.29 -1.11 0.43 -0.14
C -1.344 4.494 -2.736 -0.95 0.22 -2.58 -0.15
C -0.673 3.879 -1.525 1.72 0.41 1.51 -0.35
N -1.301 2.442 -1.378 -8.98 1.25 1.31 0.19
O -2.565 2.422 -0.705 8.44 0.11 -3.50 0.12
C -1.075 4.816 -0.309 0.20 -1.53 0.04 -0.01
C 0.919 3.779 -1.723 -1.18 0.69 0.49 0.03
C 0.039 0.765 -2.940 0.17 1.36 0.27 0.01
H -1.958 -0.331 -1.558 0.06 0.08 0.11 0.08
H -2.329 -0.368 -3.273 0.07 0.52 -0.13 0.10
H -3.276 0.676 -2.139 -0.16 -0.44 -0.21 0.08
H -2.953 2.462 -3.611 -0.20 -0.57 0.21 0.13
H -1.750 1.663 -4.656 -0.10 -0.26 0.21 0.14
H -2.092 4.174 -4.676 0.05 0.03 -0.17 0.13
H -0.453 3.630 -4.679 0.44 0.35 0.58 0.12
H -2.393 4.748 -2.588 -0.28 -0.62 0.77 0.13
H -1.018 5.501 -2.996 1.06 0.00 0.69 0.14
H -0.708 5.832 -0.452 0.08 -0.22 -0.28 0.11
H -0.690 4.428 0.634 0.46 -0.08 -0.13 0.07
H -2.153 4.829 -0.147 -0.04 0.12 -0.51 0.07
H 1.302 3.264 -2.604 -0.51 -0.44 0.21 0.08
H 1.402 3.462 -0.799 -0.13 -0.35 -0.17 0.08
H 1.251 4.803 -1.896 -0.23 0.22 0.15 0.10
H 0.643 0.442 -2.092 -0.31 0.44 0.37 0.06
H 0.665 1.417 -3.550 0.03 -0.12 -0.07 0.08
H -0.156 -0.155 -3.491 -0.40 0.34 -0.18 0.09
C 0.959 -4.634 -2.217 -0.24 1.15 -0.21 -0.01
C 1.414 -3.717 -1.028 -0.99 -1.58 -0.43 -0.38
C 0.839 -4.326 0.305 0.29 0.94 -0.55 -0.12
C 1.537 -3.814 1.546 -1.13 -0.47 1.55 -0.20
C 2.960 -4.263 1.571 0.73 0.90 -0.88 -0.12
C 3.780 -3.670 0.339 0.53 -4.95 1.14 -0.39
N 2.930 -3.896 -0.966 3.75 5.36 -6.33 0.15
O 3.607 -3.607 -2.150 -4.40 -2.49 7.68 0.17
C 4.951 -4.705 0.181 0.75 -0.16 -0.57 -0.02
C 4.203 -2.271 0.483 0.05 2.49 -0.82 -0.01
C 1.044 -2.169 -1.189 1.18 -0.75 0.93 0.03
H 1.166 -4.271 -3.224 1.01 0.22 0.19 0.09
H -0.125 -4.590 -2.318 -0.19 -0.58 0.89 0.10
H 1.380 -5.630 -2.079 -0.44 -0.03 -0.11 0.10
H 0.917 -5.413 0.323 0.17 -0.07 -0.38 0.13
H -0.230 -4.121 0.363 0.00 0.21 -0.30 0.13
H 1.023 -4.316 2.365 0.03 -0.42 0.20 0.12
H 1.337 -2.797 1.884 0.38 0.52 -0.88 0.12
H 3.009 -5.352 1.595 -0.09 -0.02 -0.50 0.12
H 3.508 -3.997 2.476 -0.04 0.47 -0.06 0.14
H 5.455 -4.714 -0.785 -0.12 0.61 -0.13 0.09
H 4.677 -5.753 0.306 -0.70 0.14 0.07 0.09
H 5.754 -4.593 0.910 -0.26 0.61 0.22 0.10
H 3.394 -1.573 0.698 -0.36 -0.15 -0.09 0.09
H 4.677 -1.898 -0.425 -0.01 -0.13 -0.17 0.11
H 4.928 -2.026 1.259 0.05 -1.00 0.27 0.12
H 1.629 -1.721 -1.992 -0.27 -0.10 -0.08 0.09
H 1.282 -1.648 -0.262 0.41 0.00 -0.03 0.06
H -0.027 -1.974 -1.248 -0.06 -0.71 -0.55 0.09
C -1.783 -1.627 2.937 0.64 0.23 -0.27 -0.06
C -1.783 -0.671 4.154 -1.66 -0.28 -1.09 -0.10
N -2.496 0.651 3.834 0.26 2.13 -0.39 -0.01
C -3.880 0.983 3.713 0.62 -0.05 0.00 0.01
C -4.040 2.331 3.420 2.58 -1.29 0.94 0.03
N -2.725 2.847 3.411 1.32 -3.31 0.82 -0.09
C -1.813 1.803 3.620 -2.87 0.49 -0.01 0.04
C -2.289 4.215 3.477 -0.12 1.15 -0.20 0.00
H -2.728 -1.921 2.480 -0.44 0.21 0.74 0.08
H -1.274 -2.541 3.242 -0.03 -0.05 0.09 0.08
H -1.232 -1.233 2.083 0.33 0.33 0.26 0.05
H -0.777 -0.487 4.531 -0.13 0.46 -0.36 0.13
H -2.334 -1.151 4.962 -0.14 0.29 0.05 0.12
H -4.599 0.203 3.912 -0.10 0.22 -0.21 0.13
H -4.877 3.008 3.334 -0.07 -0.39 -0.01 0.14
H -0.736 1.889 3.610 -0.02 0.13 -0.03 0.16
H -2.319 4.634 2.471 0.28 0.22 0.18 0.08
H -1.312 4.294 3.954 0.13 -0.27 -0.50 0.11
H -2.913 4.820 4.134 -0.40 -0.26 -0.14 0.11
B 0.677 0.894 0.927 1.69 -0.57 0.43 -1.53
F 0.566 2.186 1.181 -1.03 4.27 0.51 0.19
F 1.760 0.766 0.072 0.84 -0.99 -0.89 0.13
F 0.911 0.309 2.156 0.06 -1.55 0.95 0.13
F -0.455 0.431 0.342 -1.89 -1.21 -1.04 0.16